No. 1
Below is a structure of composition C30H42NW in a non-equilibrium geometry, with properties calculated with ωB97M-V/def2-TZVPD.

Calculated values
HOMO energy, eV: -16.90
Energy, eV: -35076.860
Molar mass, g mol⁻¹: 600.51
Total charge: +3
Gap between HOMO and LUMO, eV: 5.27

Last column: Löwdin charge in e.
Element x y z (Å)
C -0.00974 1.31469 -1.94171  -0.30
C -1.38255 0.94444 -1.74553  -0.29
C -1.47010 -0.48018 -1.77113  -0.29
C -0.15298 -1.00886 -1.98559  -0.30
C 0.74571 0.10484 -2.14333  -0.32
W -0.08368 0.11199 -0.14455  1.81
C 1.48968 -1.64776 1.76431  -0.26
C 1.58766 -0.27178 1.53874  -0.21
H 1.41765 0.39915 2.38194  0.12
C 2.03799 0.25027 0.25057  -0.17
H 2.75720 -0.36206 -0.29190  0.08
H 2.23924 1.32503 0.15385  0.06
C 0.96663 -2.13800 3.07022  0.00
H 0.48652 -1.34155 3.64613  0.10
H 0.22339 -2.93085 2.92812  0.11
H 1.77783 -2.55788 3.68169  0.13
C 2.02831 -2.67048 0.83724  0.00
H 2.45749 -2.28607 -0.09872  0.07
H 2.82222 -3.26325 1.32961  0.14
H 1.24757 -3.39945 0.54569  0.11
C -2.55073 1.87097 -1.80679  0.02
H -2.30864 2.86547 -1.42171  0.09
H -2.89855 1.99310 -2.84378  0.13
H -3.39784 1.48203 -1.23239  0.10
C -2.73757 -1.26495 -1.77231  0.02
H -3.40630 -0.94238 -0.96521  0.10
H -3.28261 -1.14236 -2.71921  0.13
H -2.54665 -2.33257 -1.64319  0.09
C 0.18714 -2.44255 -2.23393  0.03
H -0.38542 -3.10972 -1.58246  0.08
H -0.05240 -2.72322 -3.27009  0.14
H 1.25340 -2.63864 -2.07095  0.09
C 2.11936 0.00063 -2.72427  0.00
H 2.64163 -0.89608 -2.36587  0.09
H 2.04878 -0.08296 -3.82100  0.13
H 2.73270 0.88033 -2.49196  0.09
C 0.48954 2.71870 -2.09298  0.02
H 1.58191 2.78485 -1.98250  0.08
H 0.22773 3.12290 -3.08397  0.13
H 0.03851 3.38562 -1.34334  0.09
C -1.45720 -1.17627 1.22608  -0.22
C -2.10562 -0.68933 2.36610  -0.13
C -1.64095 -2.53348 0.91614  -0.16
C -3.14183 -1.41587 2.97130  -0.04
H -1.81975 0.28471 2.77975  0.10
C -2.63088 -3.29111 1.54646  -0.05
H -0.99985 -3.01457 0.17672  0.07
C -3.43704 -2.71051 2.52877  -0.03
H -3.70790 -0.96697 3.79240  0.13
H -2.76751 -4.33556 1.25328  0.13
H -4.26596 -3.26859 2.96278  0.13
C 2.25031 5.19292 0.67810  0.03
N 2.67793 3.75659 0.71087  -0.19
C 4.17280 3.67430 0.73827  0.03
C 2.05578 2.99231 1.87846  -0.09
C 0.54730 2.96922 1.78964  -0.22
C -0.03205 4.02796 2.49697  -0.03
C -1.39163 4.30341 2.44756  0.00
C -2.22954 3.40511 1.79139  -0.01
C -1.67511 2.25787 1.22126  -0.15
C -0.29263 2.04456 1.11671  -0.14
H 2.46828 5.64462 1.65581  0.13
H 1.18035 5.26122 0.45186  0.11
H 2.83308 5.70036 -0.09973  0.12
H 2.32755 3.31287 -0.16313  0.14
H 4.51677 4.10213 1.68439  0.13
H 4.47437 2.62762 0.66179  0.11
H 4.57017 4.24853 -0.10435  0.12
H 2.54873 2.02069 1.93013  0.10
H 2.38893 3.52913 2.77599  0.15
H 0.62525 4.67269 3.08783  0.13
H -1.79197 5.19264 2.93542  0.14
H -3.30772 3.55932 1.75378  0.14
H -2.37371 1.47353 0.89322  0.09



No. 2
Below is a structure of composition C37H52CsN7O2SSb, with properties calculated with ωB97M-V/def2-TZVPD.

Calculated values
Energy above the lowest of the compared OMol25 structures with the same formula, charge and spin, kcal per mole: 0.0
HOMO energy, eV: -4.46
Energy, eV: -71663.226
Molar mass, g mol⁻¹: 913.60
Total charge: -1
Gap between HOMO and LUMO, eV: 6.57

Last column: Löwdin charge in e.
Element x y z (Å)
Cs -1.22519 0.25814 -0.96908  0.91
O -2.01393 3.93956 -2.23027  -0.08
C -1.17496 3.53094 -1.38514  -0.63
N 0.03560 3.06348 -1.56733  -0.03
C 0.46288 3.06293 -2.93710  -0.22
C 1.15739 1.84044 -3.50743  -0.25
C 1.68006 1.99447 -4.80298  -0.04
C 2.32848 0.95008 -5.41615  -0.08
C 2.45490 -0.25633 -4.73417  -0.08
C 1.91277 -0.33184 -3.46992  -0.16
N 1.28916 0.68443 -2.86096  0.05
C -1.67564 3.55078 0.05368  -0.24
C -2.79076 4.35069 0.33112  -0.02
C -3.31119 4.36713 1.60778  -0.08
C -2.73169 3.56097 2.57980  -0.08
C -1.64818 2.78558 2.21304  -0.15
N -1.11751 2.78873 0.99030  0.07
H 1.19261 3.87609 -3.08329  0.12
H -0.36554 3.29638 -3.62241  0.11
H 1.56367 2.94430 -5.31036  0.11
H 2.73299 1.06601 -6.41462  0.10
H 2.95349 -1.10690 -5.17833  0.10
H 1.97919 -1.25039 -2.89475  0.10
H -3.21449 4.92499 -0.47940  0.11
H -4.16535 4.98996 1.84761  0.10
H -3.11704 3.52864 3.59060  0.10
H -1.17050 2.12548 2.92979  0.08
O -2.35007 -2.22709 -1.84012  -0.27
C -3.37202 -2.40597 -2.57586  -0.45
C -3.30550 -3.28174 -3.70728  -0.04
C -4.38995 -3.55769 -4.50617  -0.12
C -5.63599 -2.97257 -4.25012  -0.14
C -5.73181 -2.10350 -3.17785  -0.09
C -4.65830 -1.79129 -2.34701  -0.11
C -4.82443 -0.79659 -1.27868  -0.31
N -4.41336 -0.85430 -0.02601  0.08
C -4.76782 0.34714 0.54983  -0.15
C -5.39215 1.14086 -0.35961  -0.10
N -5.43611 0.39773 -1.51486  0.11
H -2.33510 -3.72075 -3.91102  0.10
H -4.27840 -4.23592 -5.34611  0.09
H -6.50112 -3.19328 -4.86024  0.08
H -6.69766 -1.65496 -2.95491  0.10
H -4.52960 0.56398 1.57821  0.10
H -5.77638 2.14309 -0.29945  0.10
H -5.72464 0.71651 -2.42296  0.16
C 0.20269 -4.47908 0.24188  -0.07
N -1.20635 -4.33133 0.48302  -0.15
C -2.15458 -4.97699 -0.41831  -0.12
C -3.49273 -4.42110 0.07500  -0.13
N -3.09725 -3.27269 0.88033  0.02
C -1.76288 -3.22339 1.02811  -0.83
S -0.93297 -1.97058 1.78771  0.56
H 0.49477 -5.52564 0.35209  0.09
H 0.75005 -3.87246 0.95849  0.03
H 0.45362 -4.14587 -0.77242  0.10
H -2.09029 -6.06404 -0.34084  0.12
H -1.94887 -4.66639 -1.44693  0.10
H -4.02645 -5.14570 0.69692  0.11
H -4.13948 -4.11754 -0.74740  0.11
H -3.57822 -2.37527 0.75599  0.07
C 0.86781 0.76168 4.36295  -0.15
C 2.14053 0.12686 3.79540  -0.71
C 2.00502 -1.38500 3.98245  -0.14
C 3.35859 0.62074 4.56652  -0.12
Sb 2.10991 0.59485 1.63191  1.58
C 3.64571 -0.77519 0.84012  -0.71
C 4.88146 -1.02124 1.69891  -0.12
C 4.07811 -0.22051 -0.51693  -0.14
C 2.91771 -2.09798 0.59617  -0.16
C 3.15459 2.54340 1.50958  -0.70
C 2.38887 3.50740 2.41728  -0.13
C 2.97967 3.01901 0.06741  -0.14
C 4.63685 2.56191 1.86934  -0.12
H 0.77840 0.52132 5.43031  0.08
H -0.01973 0.36306 3.86489  0.05
H 0.85838 1.84879 4.26296  0.06
H 1.83320 -1.59974 5.04540  0.08
H 2.90202 -1.92879 3.68629  0.06
H 1.15732 -1.79167 3.42613  0.00
H 3.28681 0.29359 5.61299  0.08
H 3.42944 1.70780 4.57412  0.05
H 4.28972 0.22300 4.16016  0.06
H 5.41500 -0.10001 1.93441  0.06
H 5.57874 -1.67407 1.15561  0.08
H 4.64358 -1.51962 2.63807  0.06
H 4.74370 0.63893 -0.42404  0.06
H 3.22472 0.08650 -1.12570  0.04
H 4.62340 -0.99651 -1.07079  0.09
H 2.53154 -2.54406 1.51428  0.05
H 3.60654 -2.81959 0.13564  0.09
H 2.06655 -1.96597 -0.07660  0.06
H 1.32658 3.53280 2.15967  0.06
H 2.78346 4.52277 2.28362  0.08
H 2.48667 3.25855 3.47400  0.05
H 1.94048 2.98653 -0.27132  0.04
H 3.58423 2.42987 -0.62580  0.06
H 3.31879 4.06170 -0.00628  0.08
H 4.82469 2.29017 2.90799  0.06
H 5.02505 3.57813 1.71714  0.08
H 5.22404 1.90028 1.23231  0.05



No. 3
Below is a structure of composition C22H31CdN3O2P, with properties calculated with ωB97M-V/def2-TZVPD.

Calculated values
Energy above the lowest of the compared OMol25 structures with the same formula, charge and spin, kcal per mole: 0.0
HOMO energy, eV: -10.40
Energy, eV: -45730.974
Molar mass, g mol⁻¹: 512.89
Total charge: +1
Gap between HOMO and LUMO, eV: 6.84

Last column: Löwdin charge in e.
Element x y z (Å)
Cd -0.06239 -0.14047 0.15392  1.31
O -2.80361 0.62668 4.77984  0.06
C -3.74643 0.09832 3.97773  -0.26
C -4.92767 -0.32174 4.59026  -0.01
C -5.94457 -0.86866 3.83889  -0.06
C -5.81682 -1.01713 2.45588  -0.08
C -4.64723 -0.61879 1.84913  -0.03
C -3.59406 -0.06187 2.58810  -0.10
C -2.36195 0.30940 1.87889  -0.45
O -2.20306 -0.09667 0.67722  -0.20
N -1.47450 1.04910 2.56913  0.04
N -0.35443 1.24600 1.84536  -0.13
C 0.53380 2.10196 2.13892  -0.07
C 1.66199 2.25591 1.18454  -0.26
C 2.60158 3.25106 1.38668  -0.01
C 3.60504 3.43748 0.45066  -0.03
C 3.64659 2.62060 -0.66508  -0.04
C 2.67973 1.63961 -0.79423  -0.13
N 1.71079 1.45141 0.10356  0.00
H -2.10584 1.00403 4.20325  0.06
H -5.02035 -0.19394 5.66009  0.12
H -6.85730 -1.17861 4.33209  0.11
H -6.62453 -1.43524 1.87192  0.10
H -4.51536 -0.72670 0.78138  0.11
H 0.46109 2.74532 3.01205  0.14
H 2.53283 3.87776 2.26580  0.12
H 4.34177 4.21745 0.59028  0.12
H 4.40751 2.73514 -1.42323  0.12
H 2.68154 0.97390 -1.64873  0.11
C -1.28125 -3.19886 1.67831  -0.11
C -0.20188 -3.75768 0.74188  -0.53
C 0.44567 -5.00652 1.34392  -0.09
P 0.96057 -2.44294 0.21523  0.98
C 1.61062 -2.85910 -1.45623  -0.56
C 1.87915 -4.34753 -1.69712  -0.10
C 0.67055 -2.31977 -2.53643  -0.14
C 2.40198 -2.24167 1.33210  -0.56
C 3.46990 -3.33399 1.28461  -0.09
C 1.94318 -1.94723 2.76428  -0.11
H -1.99467 -3.98827 1.91908  0.09
H -1.83619 -2.37829 1.22602  0.04
H -0.85332 -2.84958 2.62049  0.08
H -0.69040 -4.03321 -0.20038  0.11
H 0.88182 -4.79395 2.31997  0.07
H 1.21217 -5.44761 0.71191  0.06
H -0.33113 -5.75776 1.49499  0.09
H 2.55912 -2.31303 -1.51426  0.11
H 0.95142 -4.92188 -1.67908  0.08
H 2.56258 -4.78105 -0.97046  0.06
H 2.32119 -4.47906 -2.68564  0.09
H -0.32228 -2.77010 -2.46442  0.08
H 1.06255 -2.54946 -3.52779  0.09
H 0.54951 -1.23402 -2.48387  0.04
H 2.84857 -1.32089 0.93554  0.09
H 3.09406 -4.29301 1.63623  0.07
H 4.29595 -3.04662 1.93779  0.09
H 3.88060 -3.46967 0.28468  0.07
H 1.55660 -2.84141 3.25315  0.07
H 1.16533 -1.18105 2.81349  0.05
H 2.79100 -1.59416 3.35243  0.09



No. 4
Below is a cluster of 2 separate species, C9H14 in total in a non-equilibrium geometry, with properties calculated with ωB97M-V/def2-TZVPD.

Calculated values
Energy above the lowest of the compared OMol25 structures with the same formula, charge and spin, kcal per mole: 9.9
HOMO energy, eV: -9.00
Energy, eV: -9559.753
Molar mass, g mol⁻¹: 122.21
SMILES: Cc1ccccc1.CC
Total charge: 0
Gap between HOMO and LUMO, eV: 10.01

Last column: Löwdin charge in e.
Element x y z (Å)
C 0.31178 -2.80959 -1.53416  -0.06
C -0.13417 -1.85476 -0.48398  -0.28
C 0.53632 -1.58071 0.70285  -0.07
C 0.02725 -0.75777 1.67248  -0.10
C -1.23469 -0.18709 1.46878  -0.12
C -1.93740 -0.40699 0.30632  -0.09
C -1.39467 -1.26420 -0.66980  -0.05
H 0.08742 -2.49880 -2.55019  0.08
H -0.24664 -3.75181 -1.41341  0.09
H 1.33793 -3.17009 -1.44760  0.08
H 1.51764 -2.03333 0.83388  0.11
H 0.49485 -0.59977 2.63293  0.10
H -1.60454 0.34335 2.34033  0.10
H -2.89094 0.04057 0.06171  0.10
H -1.94612 -1.50431 -1.56863  0.11
C 0.63275 3.41929 0.23375  -0.16
C 1.12347 2.04933 -0.27983  -0.15
H 1.40036 3.94478 0.80047  0.06
H 0.48369 4.07908 -0.62950  0.06
H -0.32426 3.41491 0.74853  0.05
H 2.09465 1.77102 0.13027  0.06
H 0.41900 1.27713 0.00549  0.02
H 1.24632 2.07975 -1.36069  0.06



No. 5
Below is a cluster of 6 separate species, C11H15BCl15F9O2P in total in a non-equilibrium geometry, with properties calculated with ωB97M-V/def2-TZVPD.

Calculated values
HOMO energy, eV: -3.28
Energy, eV: -238003.692
Molar mass, g mol⁻¹: 923.80
Total charge: -1
Gap between HOMO and LUMO, eV: 5.26

Last column: Löwdin charge in e.
Element x y z (Å)
O 3.88919 0.11365 1.76890  0.04
B 3.79209 0.70306 0.49148  -0.73
O 4.92903 0.75891 -0.35695  0.02
P 2.09172 1.47936 -0.09614  0.36
C 0.47218 2.23809 -0.82762  -0.37
C -0.63736 2.60438 0.17456  -0.16
C -1.38188 1.46839 0.85711  -0.45
F -2.19967 2.05109 1.78542  0.07
F -0.58416 0.68559 1.57199  0.12
C -2.31034 0.60874 -0.08818  -0.37
F -3.57925 0.88961 0.27861  0.13
F -2.23638 0.98298 -1.34106  0.18
C -2.21100 -0.93303 0.05743  -0.36
F -3.21632 -1.42660 -0.68936  0.14
F -2.48776 -1.28615 1.29338  0.15
C -0.91737 -1.64289 -0.44864  -0.61
F -0.30843 -1.00366 -1.38958  0.20
F -1.29810 -2.82116 -0.96530  0.15
F -0.11036 -1.94201 0.52031  0.19
H 3.86092 -0.84689 1.65122  0.08
H 4.78632 0.07489 -1.02664  0.05
H 1.74979 1.90548 1.27705  -0.03
H 1.46502 0.15123 0.10176  -0.05
H 2.43935 1.04847 -1.49112  -0.06
H 2.81578 2.75173 -0.37481  -0.04
H 0.13689 1.59686 -1.64917  0.04
H 0.78612 3.18014 -1.29252  0.06
H -0.16256 3.17710 0.97818  0.11
H -1.39618 3.27468 -0.24188  0.12
C 1.96924 -1.85000 -4.50465  -1.54
Cl 2.95878 -1.43424 -3.11400  0.54
Cl 0.92929 -0.49656 -4.95432  0.53
Cl 2.98198 -2.33629 -5.87640  0.52
H 1.33868 -2.68859 -4.23788  0.01
C -0.74216 -3.50408 3.32510  -1.56
Cl -1.49931 -4.99785 2.75843  0.51
Cl -1.32176 -3.08872 4.94166  0.52
Cl 1.01549 -3.65069 3.31232  0.54
H -1.02037 -2.70454 2.65010  -0.02
C -5.44190 -3.33793 1.59750  -1.55
Cl -4.75837 -4.88111 1.08659  0.52
Cl -7.18798 -3.47005 1.84182  0.52
Cl -4.64879 -2.77355 3.06740  0.54
H -5.26262 -2.61406 0.81167  0.00
C -2.54857 3.77462 4.96616  -1.55
Cl -4.16852 3.80626 5.67465  0.50
Cl -2.15898 5.33086 4.23195  0.52
Cl -1.34663 3.33919 6.18238  0.52
H -2.53267 3.02097 4.18744  0.00
C 4.96199 0.88365 -5.72391  -1.57
Cl 4.70242 1.36931 -4.05569  0.54
Cl 5.10242 2.29685 -6.78070  0.51
Cl 6.39674 -0.14195 -5.86870  0.50
H 4.10434 0.30642 -6.04733  -0.04



No. 6
Below is an isolated molecule of C4H11NO2, with properties calculated with ωB97M-V/def2-TZVPD.

Calculated values
Energy above the lowest of the compared OMol25 structures with the same formula, charge and spin, kcal per mole: 34.1
HOMO energy, eV: -9.26
Energy, eV: -9910.763
Molar mass, g mol⁻¹: 105.14
SMILES: C[C@H](CO)NCO
Total charge: 0
Gap between HOMO and LUMO, eV: 10.05

Last column: Löwdin charge in e.
Element x y z (Å)
C 0.21029 -0.09524 1.63275  -0.05
C -0.21476 -0.08668 0.17103  -0.40
C -1.42917 -0.99418 -0.08853  -0.23
O -2.63990 -0.43916 0.42684  -0.07
N 0.83981 -0.38786 -0.78880  -0.03
C 1.23152 0.66697 -1.65576  -0.29
O 1.72012 1.85636 -1.02262  -0.06
H 1.27716 0.08200 1.77511  0.08
H -0.34658 0.66711 2.17752  0.08
H -0.03278 -1.05125 2.09616  0.08
H -0.61413 0.89358 -0.10676  0.14
H -1.29717 -2.01302 0.30825  0.12
H -1.53684 -1.09747 -1.16899  0.12
H -2.51662 -0.30550 1.37747  0.08
H 1.62898 -0.87013 -0.38356  0.12
H 2.05170 0.30896 -2.26632  0.12
H 0.39069 0.91610 -2.31241  0.12
H 1.27766 1.94944 -0.17140  0.06



- Look up the HOMO energy of the sixth one.
  -9.26 eV



- molar mass of number 4 (C9H14)?
  122.21 g mol⁻¹



- The lowest molar mass belongs to which entry?
  C4H11NO2